1.
A molecular structure, C43H36Cl2N8O7S4Y. Source: OMol25; level of theory: ωB97M-V/def2-TZVPD.

```
101
Properties=species:S:1:pos:R:3:lowdin_charge:R:1
Y 0.687 0.591 0.001 1.379
C -2.555 -2.334 -1.826 -0.011
C -1.284 -1.837 -1.196 -0.254
N -0.809 -0.658 -1.436 -0.054
N -1.484 0.049 -2.433 -0.090
C -0.834 1.034 -2.955 -1.143
S 0.733 1.640 -2.609 0.568
S -1.749 1.871 -4.246 0.875
C -2.612 0.490 -5.037 -0.433
C -4.056 0.283 -4.637 -0.280
C -4.498 0.515 -3.337 -0.061
C -5.809 0.239 -2.981 -0.076
C -6.703 -0.265 -3.918 -0.107
C -6.275 -0.487 -5.219 -0.103
C -4.961 -0.211 -5.572 -0.061
C -0.510 -2.799 -0.383 -0.124
C -1.126 -3.981 0.047 -0.048
C -0.415 -5.028 0.595 -0.109
C 0.975 -4.914 0.688 -0.118
C 1.604 -3.745 0.324 -0.039
C 0.880 -2.629 -0.157 -0.392
O 1.499 -1.502 -0.389 -0.260
H -2.835 -1.725 -2.677 0.056
H -2.458 -3.376 -2.125 0.082
H -3.353 -2.255 -1.082 0.091
H -2.543 0.667 -6.112 0.067
H -2.037 -0.405 -4.802 0.080
H -3.800 0.888 -2.600 0.069
H -6.128 0.412 -1.961 0.102
H -7.724 -0.485 -3.635 0.093
H -6.963 -0.875 -5.960 0.094
H -4.630 -0.385 -6.590 0.105
H -2.199 -4.072 -0.052 0.109
H -0.924 -5.922 0.930 0.095
H 1.565 -5.741 1.067 0.102
H 2.679 -3.646 0.424 0.096
O 1.484 4.820 1.534 0.070
C 1.055 3.805 1.022 -0.489
N 1.760 2.712 0.569 0.024
C 3.124 2.827 0.556 -0.474
O 3.853 3.589 1.165 0.069
C 3.778 1.884 -0.443 -0.191
C 5.026 2.202 -0.960 0.010
C 5.547 1.411 -1.966 -0.050
C 4.808 0.328 -2.423 -0.055
C 3.588 0.063 -1.830 -0.168
N 3.093 0.817 -0.846 -0.001
C -0.433 3.756 0.709 -0.231
C -1.258 4.716 1.280 -0.012
C -2.586 4.755 0.902 -0.056
C -3.025 3.874 -0.078 -0.045
C -2.131 2.955 -0.593 -0.139
N -0.862 2.864 -0.182 0.055
H 5.539 3.068 -0.565 0.119
H 6.510 1.643 -2.405 0.106
H 5.160 -0.298 -3.232 0.103
H 2.969 -0.774 -2.129 0.105
H -0.829 5.402 1.995 0.117
H -3.265 5.473 1.345 0.104
H -4.043 3.890 -0.443 0.107
H -2.436 2.259 -1.360 0.064
O -3.249 0.368 0.005 -0.297
S -2.721 0.010 1.295 0.619
O -2.693 -1.393 1.610 -0.296
N -1.232 0.702 1.592 -0.243
C -1.261 1.422 2.733 -0.853
S 0.050 2.036 3.514 0.755
C -2.651 1.611 3.264 -0.227
C -3.070 2.403 4.322 -0.027
C -4.425 2.440 4.612 -0.069
C -5.344 1.689 3.874 -0.075
C -4.922 0.892 2.821 -0.031
C -3.567 0.886 2.546 -0.229
H -2.342 2.971 4.885 0.097
H -4.781 3.062 5.424 0.101
H -6.395 1.726 4.130 0.101
H -5.619 0.304 2.238 0.120
Cl -1.003 -3.422 4.724 0.500
C 0.434 -3.117 3.717 -0.968
Cl 0.343 -1.590 2.856 0.659
H 0.505 -3.914 2.988 -0.006
H 1.294 -3.086 4.375 0.026
O 5.660 -4.579 -0.884 -0.040
C 6.135 -3.245 -0.878 -0.247
N 5.371 -2.382 -0.024 0.103
C 5.917 -1.765 1.066 -0.430
O 7.042 -2.013 1.470 0.055
C 5.047 -0.749 1.736 -0.110
C 5.622 0.236 2.532 0.005
C 4.794 1.158 3.135 -0.032
C 3.425 1.092 2.899 -0.147
N 2.863 0.165 2.127 0.048
C 3.672 -0.750 1.588 -0.110
H 5.844 -4.957 -0.017 0.086
H 6.063 -2.905 -1.911 0.123
H 7.170 -3.188 -0.541 0.122
H 4.459 -2.089 -0.340 0.104
H 6.698 0.261 2.650 0.121
H 5.189 1.952 3.753 0.112
H 2.749 1.819 3.328 0.063
H 3.155 -1.509 1.015 0.075
```

Output
total charge: -1
E_HOMO: -5.23 eV
LUMO: 2.039 eV

***

2.
A molecular structure, C43H36FN6O7Ru. Source: OMol25; level of theory: ωB97M-V/def2-TZVPD.

```
94
Properties=species:S:1:pos:R:3:mulliken_spin:R:1
Ru 0.002 -0.239 -0.023 0.969
C -2.856 -3.313 -1.109 0.013
C -4.031 -2.721 -0.672 0.004
C -4.050 -1.407 -0.250 0.001
C -2.861 -0.663 -0.214 -0.109
C -1.666 -1.287 -0.627 0.212
C -1.666 -2.579 -1.090 -0.088
C -2.756 0.726 0.141 0.034
C -3.841 1.564 0.384 0.002
C -3.667 2.921 0.518 -0.003
C -2.367 3.473 0.362 -0.009
C -2.141 4.851 0.362 0.001
C -0.879 5.373 0.117 0.002
C 0.179 4.514 -0.111 0.000
C -0.008 3.139 -0.078 0.002
C -1.272 2.582 0.157 0.009
N -1.459 1.230 0.114 -0.038
H -2.849 -4.341 -1.437 0.000
H -4.947 -3.293 -0.671 0.001
H -4.979 -0.952 0.057 -0.001
H -0.748 -3.037 -1.442 0.001
H -4.833 1.143 0.425 -0.002
H -4.504 3.580 0.686 0.000
H -2.978 5.512 0.530 0.000
H -0.731 6.443 0.089 0.000
H 1.162 4.901 -0.338 0.000
H 0.828 2.487 -0.279 -0.022
C 4.834 4.153 0.008 0.000
O 4.377 3.194 -0.918 0.000
C 5.310 2.470 -1.602 0.000
C 6.674 2.739 -1.578 0.000
C 7.563 2.001 -2.341 0.000
C 7.101 0.980 -3.151 0.000
C 5.749 0.692 -3.180 0.000
C 4.847 1.404 -2.399 -0.001
N 3.485 1.075 -2.506 0.000
C 2.610 0.827 -1.490 0.059
N 3.115 0.880 -0.238 0.011
C 2.560 0.869 1.034 -0.001
C 1.215 0.658 1.357 0.078
C 0.808 0.774 2.681 -0.025
C 1.712 1.047 3.692 0.004
C 3.060 1.192 3.387 -0.004
C 3.483 1.114 2.075 0.021
O 4.820 1.280 1.744 0.002
C 5.620 0.146 2.046 0.000
N 1.345 0.601 -1.711 -0.080
C 0.691 0.523 -2.936 -0.002
C -0.515 1.227 -3.057 -0.014
C -1.251 1.204 -4.222 0.011
C -0.812 0.459 -5.305 0.001
C 0.361 -0.267 -5.202 0.005
C 1.114 -0.248 -4.037 -0.026
O 2.314 -0.940 -4.024 -0.002
C 2.419 -2.008 -3.090 0.000
H 3.939 4.549 0.482 0.000
H 5.380 4.968 -0.480 0.000
H 5.468 3.688 0.770 0.000
H 7.048 3.548 -0.973 0.000
H 8.616 2.243 -2.308 0.000
H 7.789 0.410 -3.757 0.000
H 5.372 -0.099 -3.813 0.000
H 3.237 0.645 -3.393 0.000
H 4.125 0.974 -0.190 -0.004
H -0.243 0.650 2.921 0.001
H 1.378 1.147 4.713 0.000
H 3.785 1.388 4.162 0.000
H 5.587 -0.092 3.113 0.000
H 6.636 0.410 1.762 0.000
H 5.286 -0.723 1.473 0.000
H -0.844 1.824 -2.219 -0.007
H -2.166 1.773 -4.284 0.000
H -1.378 0.445 -6.223 0.000
H 0.720 -0.869 -6.024 0.000
H 2.141 -2.948 -3.575 0.001
H 1.779 -1.857 -2.220 0.023
H 3.457 -2.056 -2.761 0.000
F 0.817 -7.289 0.727 0.000
C 0.487 -6.019 1.031 0.001
C 1.467 -5.127 1.300 -0.001
N 1.191 -3.834 1.633 0.001
C 2.256 -2.880 1.830 0.000
C 2.530 -2.095 0.496 0.010
O 3.683 -1.841 0.196 0.002
O 1.483 -1.838 -0.161 -0.049
C -0.100 -3.348 1.612 0.003
O -0.381 -2.182 1.837 0.003
N -1.063 -4.292 1.358 0.000
C -0.917 -5.654 1.066 0.000
O -1.878 -6.362 0.879 0.000
H 2.510 -5.408 1.257 0.000
H 3.164 -3.383 2.157 0.000
H 1.928 -2.153 2.581 0.000
H -2.014 -3.940 1.323 -0.001
```

Output
multiplicity: 2
energy above the lowest of the compared OMol25 structures with the same formula, charge and spin: 1.8192 eV
E_HOMO (alpha / beta): -7.63 / -7.55 eV
LUMO (alpha / beta): -0.758 / -0.746 eV

***

3.
A molecular structure, C43H36N7O2S3SeTl. Source: OMol25; level of theory: ωB97M-V/def2-TZVPD.

```
93
Properties=species:S:1:pos:R:3:lowdin_charge:R:1
Tl 0.843 -0.066 -0.673 0.958
C 3.225 2.753 0.747 -0.016
C 2.010 2.150 1.382 -0.289
N 1.954 0.861 1.524 -0.012
N 1.231 0.339 2.505 -0.076
C 0.233 -0.433 2.532 -1.034
S -0.835 -0.897 1.245 0.724
S 0.041 -1.190 4.123 0.899
C -1.755 -1.540 4.199 -0.446
C -2.574 -0.297 4.316 -0.309
C -3.435 0.057 3.288 -0.067
C -4.250 1.168 3.406 -0.089
C -4.200 1.948 4.548 -0.097
C -3.315 1.621 5.563 -0.084
C -2.502 0.509 5.448 -0.050
C 0.904 3.006 1.820 -0.123
C 1.052 4.057 2.712 -0.044
C -0.023 4.846 3.076 -0.114
C -1.264 4.595 2.509 -0.098
C -1.432 3.571 1.608 -0.020
C -0.368 2.730 1.229 -0.363
O -0.533 1.786 0.358 -0.382
H 4.020 2.794 1.494 0.089
H 3.023 3.764 0.406 0.087
H 3.586 2.148 -0.082 0.071
H -1.855 -2.172 5.081 0.079
H -2.006 -2.107 3.302 0.041
H -3.466 -0.550 2.395 0.084
H -4.929 1.419 2.604 0.097
H -4.848 2.806 4.648 0.098
H -3.262 2.237 6.449 0.100
H -1.810 0.259 6.240 0.110
H 2.027 4.230 3.149 0.113
H 0.103 5.649 3.788 0.091
H -2.116 5.210 2.766 0.099
H -2.406 3.390 1.181 0.084
Se 0.045 -8.139 0.152 1.123
N 1.098 -6.943 0.910 -0.242
C 0.791 -5.745 0.447 -0.325
C 1.453 -4.530 0.828 -0.077
C 2.440 -4.488 1.820 0.023
C 3.055 -3.289 2.102 -0.010
C 2.711 -2.174 1.336 -0.107
N 1.778 -2.202 0.409 0.049
C 1.113 -3.334 0.161 -0.190
C 0.040 -3.314 -0.824 -0.202
N -0.245 -2.167 -1.447 0.026
C -1.222 -2.107 -2.323 -0.095
C -2.009 -3.209 -2.651 -0.012
C -1.715 -4.419 -2.064 0.020
C -0.675 -4.493 -1.132 -0.080
C -0.271 -5.725 -0.518 -0.326
N -0.789 -6.907 -0.798 -0.244
H 2.684 -5.396 2.349 0.118
H 3.795 -3.209 2.883 0.113
H 3.189 -1.219 1.489 0.104
H -1.386 -1.128 -2.753 0.099
H -2.809 -3.117 -3.369 0.110
H -2.262 -5.320 -2.296 0.118
C 3.577 -3.467 -3.575 -0.051
C 4.440 -2.605 -4.228 -0.060
C 4.286 -1.245 -4.043 -0.006
C 3.255 -0.771 -3.218 -0.217
N 2.458 -1.616 -2.565 0.097
C 2.620 -2.913 -2.741 -0.123
C 2.987 0.669 -3.057 -0.179
C 3.619 1.591 -3.902 -0.034
C 3.368 2.944 -3.804 -0.078
C 2.471 3.415 -2.863 -0.066
C 1.830 2.518 -2.022 -0.144
C 2.087 1.162 -2.112 -0.148
H 3.648 -4.535 -3.707 0.103
H 5.215 -2.988 -4.879 0.109
H 4.968 -0.567 -4.531 0.100
H 1.936 -3.559 -2.209 0.094
H 4.306 1.257 -4.663 0.096
H 3.867 3.626 -4.476 0.103
H 2.275 4.475 -2.783 0.109
H 1.118 2.879 -1.295 0.086
O -1.002 0.898 -2.115 -0.596
S -1.649 2.141 -1.592 0.982
C -2.550 2.788 -3.103 -0.295
C -3.916 3.183 -2.590 -0.255
C -4.404 2.002 -1.752 -0.228
C -3.250 1.565 -0.861 -0.264
H -2.585 2.016 -3.867 0.090
H -1.987 3.642 -3.476 0.081
H -4.611 3.411 -3.401 0.111
H -3.816 4.071 -1.962 0.113
H -4.694 1.190 -2.422 0.111
H -5.278 2.274 -1.156 0.110
H -3.151 0.488 -0.763 0.088
H -3.314 1.983 0.138 0.061
```

Output
energy above the lowest of the compared OMol25 structures with the same formula, charge and spin: 1.4378 eV
E_HOMO: -6.58 eV
LUMO: -0.970 eV

***

4.
A molecular structure, C43H37CoF3N4O5Te. Source: OMol25; level of theory: ωB97M-V/def2-TZVPD.

```
94
Properties=species:S:1:pos:R:3:mulliken_spin:R:1
Co 0.049 -0.038 0.059 0.993
O -5.786 -2.029 2.809 0.000
C -5.298 -2.567 1.801 0.000
O -5.653 -3.535 1.109 0.000
C -3.996 -1.892 1.306 0.001
C -3.289 -2.420 0.233 0.000
C -2.115 -1.804 -0.164 0.014
N -1.698 -0.694 0.432 -0.033
C -2.348 -0.175 1.472 0.031
C -3.501 -0.757 1.948 -0.001
C -1.707 1.088 1.955 -0.011
C -2.268 1.920 2.902 0.001
C -1.681 3.156 3.142 0.002
C -0.572 3.528 2.406 -0.002
C -0.038 2.619 1.505 0.007
N -0.569 1.415 1.308 -0.048
C -1.162 -2.272 -1.211 0.006
C -1.350 -3.425 -1.944 0.001
C -0.362 -3.827 -2.832 0.002
C 0.790 -3.073 -2.941 -0.002
C 0.901 -1.924 -2.176 0.001
N -0.055 -1.508 -1.353 -0.042
H -3.680 -3.311 -0.240 0.000
H -4.051 -0.377 2.800 0.000
H -3.157 1.605 3.431 0.000
H -2.098 3.824 3.885 0.000
H -0.106 4.496 2.529 0.000
H 0.842 2.861 0.926 -0.002
H -2.247 -4.011 -1.803 0.000
H -0.486 -4.732 -3.412 0.000
H 1.609 -3.373 -3.580 0.000
H 1.810 -1.339 -2.196 -0.003
F 3.132 -3.884 2.087 0.001
C 1.863 -3.468 2.027 0.008
F 1.467 -3.199 3.279 0.000
F 1.118 -4.502 1.578 0.000
C 1.687 -2.260 1.074 -0.008
O 2.490 -2.145 0.159 -0.002
O 0.675 -1.547 1.362 0.054
C 0.676 -0.351 -8.694 0.000
C 0.954 0.073 -7.278 0.000
C -0.079 0.335 -6.388 0.000
C 0.169 0.714 -5.076 0.000
C -1.005 0.919 -4.172 0.007
C 1.495 0.873 -4.644 -0.002
Te 2.163 1.280 -2.588 0.016
N 1.708 0.826 -0.415 -0.030
C 2.809 1.473 0.017 -0.005
O 3.541 2.113 -0.766 0.000
C 3.164 1.460 1.476 0.001
C 2.458 0.743 2.437 -0.003
C 2.870 0.773 3.762 -0.001
C 3.975 1.525 4.132 0.000
C 4.676 2.246 3.174 0.000
C 4.274 2.213 1.849 0.000
C 1.383 3.243 -2.509 0.002
C 0.121 3.603 -2.024 0.002
C -0.971 2.670 -1.575 -0.018
C -0.204 4.963 -1.995 0.002
C 0.654 5.944 -2.455 0.000
C 0.257 7.395 -2.456 0.000
C 1.897 5.551 -2.939 0.001
C 2.282 4.224 -2.969 -0.003
C 3.649 3.862 -3.488 0.001
C 2.561 0.573 -5.519 -0.002
C 4.041 0.639 -5.183 0.001
C 2.254 0.191 -6.821 0.000
H -0.393 -0.469 -8.866 0.000
H 1.166 -1.299 -8.920 0.000
H 1.053 0.390 -9.400 0.000
H -1.106 0.220 -6.718 0.000
H -1.876 0.373 -4.529 0.000
H -1.262 1.978 -4.116 0.000
H -0.789 0.569 -3.162 0.005
H 1.608 0.139 2.161 0.003
H 2.324 0.201 4.502 0.000
H 4.304 1.536 5.164 0.000
H 5.542 2.830 3.458 0.000
H 4.815 2.760 1.090 0.000
H -0.610 1.670 -1.348 0.056
H -1.731 2.571 -2.348 0.001
H -1.467 3.064 -0.692 0.001
H -1.177 5.249 -1.609 0.000
H -0.740 7.533 -2.040 0.000
H 0.261 7.792 -3.472 0.000
H 0.959 7.991 -1.870 0.000
H 2.589 6.304 -3.302 0.000
H 4.238 4.756 -3.683 0.000
H 3.570 3.300 -4.424 0.000
H 4.188 3.251 -2.761 0.000
H 4.253 0.898 -4.154 -0.001
H 4.534 1.380 -5.814 0.000
H 4.511 -0.326 -5.381 0.000
H 3.076 -0.030 -7.495 0.000
```

Output
multiplicity: 2
E_HOMO (alpha / beta): -7.80 / -7.80 eV
LUMO (alpha / beta): -2.352 / -2.354 eV

***

5.
A molecular structure, C43H37IrN4OP2S. Source: OMol25; level of theory: ωB97M-V/def2-TZVPD.

```
89
Properties=species:S:1:pos:R:3:mulliken_spin:R:1
Ir 0.059 0.079 -0.336 1.761
C 0.536 -1.882 3.021 0.167
C 0.611 -2.934 2.164 0.138
C 1.375 -2.518 1.015 0.355
C 1.723 -1.153 1.158 0.034
C 1.253 -0.772 2.435 0.287
H 0.023 -1.848 3.969 -0.005
H 0.169 -3.910 2.289 -0.004
H 1.662 -3.170 0.204 0.043
H 2.528 -0.669 0.619 -0.048
H 1.428 0.178 2.920 0.155
O 0.368 2.355 -2.590 0.052
C -0.153 1.966 -3.790 0.049
C -0.615 2.839 -4.756 -0.002
C -1.211 2.311 -5.893 0.006
C -1.352 0.939 -6.047 -0.002
C -0.896 0.076 -5.061 0.001
C -0.287 0.583 -3.918 -0.028
P 0.405 -0.458 -2.601 0.258
C -0.217 -2.115 -2.984 -0.031
C -1.549 -2.375 -2.657 -0.011
C -2.102 -3.615 -2.924 -0.004
C -1.328 -4.608 -3.513 0.015
C -0.007 -4.350 -3.848 -0.006
C 0.550 -3.104 -3.591 0.023
C 2.195 -0.472 -2.934 -0.032
C 2.786 0.393 -3.851 0.033
C 4.167 0.431 -3.990 -0.006
C 4.969 -0.401 -3.225 0.018
C 4.387 -1.277 -2.318 -0.009
C 3.011 -1.305 -2.169 0.047
C 1.372 3.231 -2.342 0.021
C 2.092 3.933 -3.291 0.003
C 3.089 4.796 -2.855 0.008
C 3.353 4.956 -1.504 -0.004
C 2.628 4.233 -0.565 -0.006
C 1.639 3.345 -0.973 -0.064
P 0.586 2.369 0.151 0.239
C 1.401 2.534 1.765 0.013
C 2.685 2.008 1.929 0.070
C 3.278 1.987 3.180 -0.003
C 2.586 2.471 4.284 0.018
C 1.307 2.983 4.130 -0.006
C 0.713 3.014 2.875 0.024
C -0.980 3.244 0.233 0.288
C -2.187 2.377 0.374 -0.028
C -3.451 3.144 0.473 0.271
C -3.505 4.480 0.257 -0.072
C -2.332 5.226 -0.007 0.387
C -1.085 4.589 -0.003 -0.150
H -0.533 3.907 -4.607 0.000
H -1.579 2.980 -6.659 0.000
H -1.822 0.540 -6.935 0.000
H -1.013 -0.993 -5.183 0.001
H -2.148 -1.592 -2.203 0.017
H -3.135 -3.812 -2.668 0.000
H -1.757 -5.580 -3.716 0.001
H 0.596 -5.119 -4.314 0.000
H 1.580 -2.909 -3.861 0.004
H 2.175 1.035 -4.472 0.002
H 4.614 1.112 -4.702 -0.001
H 6.045 -0.372 -3.337 0.001
H 5.006 -1.935 -1.723 0.000
H 2.564 -1.983 -1.454 0.016
H 1.882 3.812 -4.344 0.000
H 3.659 5.354 -3.586 0.001
H 4.119 5.645 -1.177 0.000
H 2.837 4.364 0.487 0.003
H 3.223 1.616 1.072 0.009
H 4.276 1.587 3.297 0.000
H 3.046 2.447 5.263 0.001
H 0.768 3.364 4.988 0.000
H -0.285 3.420 2.757 -0.011
H -2.094 1.690 1.225 0.058
H -4.352 2.585 0.691 0.019
H -4.457 4.994 0.300 0.000
H -2.393 6.289 -0.196 0.018
H -0.192 5.174 -0.196 0.006
S -2.212 1.261 -1.130 0.489
N -4.565 -0.899 -0.329 -0.001
C -4.495 -2.106 0.237 0.004
N -5.597 -2.867 0.307 0.005
N -3.382 -2.628 0.747 0.007
C -2.335 -1.866 0.670 0.053
N -1.465 -1.111 0.565 0.062
H -5.439 -0.554 -0.687 0.003
H -3.756 -0.277 -0.413 -0.035
H -6.483 -2.569 -0.055 0.000
H -5.525 -3.757 0.766 0.000
```

Output
multiplicity: 6
total charge: +1
E_HOMO (alpha / beta): -8.57 / -9.95 eV
LUMO (alpha / beta): -1.588 / -4.157 eV

***

no.,maximum force (Eh/bohr),energy (eV)
1,0.0215,-140866.949
2,0.0660,-73747.820
3,0.0491,-162244.450
4,0.0336,-114462.548
5,0.0115,-85443.336